1.
{
  "formula": "C3H2IN2",
  "method": "the ωB97M-V functional and the def2-TZVPD basis",
  "species": ["C", "C", "C", "N", "N", "I", "H", "H"],
  "coordinates": [[0.170, -2.230, -0.126], [0.261, -0.310, -0.751], [-0.800, -0.327, 0.326], [0.822, -1.435, -0.959], [-0.649, -2.385, 0.695], [-2.770, 0.009, -0.070], [0.536, 0.597, -1.282], [-0.495, -0.081, 1.347]],
  "nbo_charge": [0.544, 0.122, -0.172, -0.367, -0.265, 0.592, 0.267, 0.279],
  "max_force_ha_per_bohr": 0.0336,
  "charge": 1,
  "e_lumo_ev": [-7.4, -7.4],
  "homo_ha": [-0.574, -0.574],
  "relative_energy_kcal_mol": 20.63,
  "energy_ha": -522.2822
}



2.
{
  "formula": "C3H2IN2",
  "method": "the ωB97M-V functional and the def2-TZVPD basis",
  "species": ["C", "C", "C", "N", "N", "I", "H", "H"],
  "coordinates": [[-0.312, 1.565, -0.027], [0.554, -0.694, 0.045], [-0.847, -0.403, -0.227], [0.825, 1.783, -0.009], [-1.322, 0.769, -0.231], [1.168, -1.640, 1.633], [1.407, -0.197, -0.615], [-1.473, -1.183, -0.571]],
  "nbo_charge": [0.428, -0.216, 0.040, -0.294, -0.324, 0.776, 0.335, 0.254],
  "max_force_ha_per_bohr": 0.0601,
  "charge": 1,
  "e_lumo_ev": -8.2,
  "homo_ha": -0.584,
  "relative_energy_kcal_mol": 29.79,
  "energy_ha": -522.2676
}



3.
{
  "formula": "C3H2IN2",
  "method": "the ωB97M-V functional and the def2-TZVPD basis",
  "species": ["C", "C", "C", "N", "N", "I", "H", "H"],
  "coordinates": [[1.035, -0.003, 0.030], [-1.173, 0.411, -0.055], [-0.259, -0.609, 0.077], [-0.409, 1.524, -0.153], [0.802, 1.333, -0.117], [2.876, -0.873, 0.158], [-2.245, 0.414, -0.071], [-0.626, -2.198, 0.129]],
  "nbo_charge": [0.079, 0.003, -0.287, 0.062, -0.160, 0.698, 0.278, 0.326],
  "max_force_ha_per_bohr": 0.1228,
  "charge": 1,
  "e_lumo_ev": [-9.2, -9.2],
  "homo_ha": [-0.564, -0.565],
  "relative_energy_kcal_mol": 84.33,
  "energy_ha": -522.1807
}



4.
{
  "formula": "C3H2IN2",
  "method": "the ωB97M-V functional and the def2-TZVPD basis",
  "species": ["C", "C", "C", "N", "N", "I", "H", "H"],
  "coordinates": [[0.446, -0.536, 1.456], [-0.488, 0.570, -0.331], [0.294, -0.737, -0.674], [0.117, 0.457, 1.981], [0.659, -1.350, 0.383], [0.051, 2.418, -0.756], [-1.508, 0.276, -0.264], [0.429, -1.099, -1.795]],
  "nbo_charge": [0.459, -0.178, 0.110, -0.252, -0.385, 0.708, 0.244, 0.293],
  "max_force_ha_per_bohr": 0.0515,
  "charge": 1,
  "e_lumo_ev": [-7.8, -7.8],
  "homo_ha": [-0.578, -0.578],
  "relative_energy_kcal_mol": 28.03,
  "energy_ha": -522.2704
}